The following is a quantum chemistry calculation of a structure of composition H16NNaO11 at a distorted geometry, from the Open Molecules 2025 dataset.

Properties
LUMO level (eV): -1.73
HOMO energy (eV): -10.28
Spin multiplicity: 1

Geometry (Å):
Na 0.04 2.08 2.82
N 0.35 0.22 0.39
O 0.86 -0.50 -0.48
O 0.76 1.39 0.53
O -0.52 -0.22 1.18
O 1.10 2.56 -2.06
H 0.42 1.95 -2.41
H 1.08 2.41 -1.10
O -2.19 2.61 1.49
H -3.07 2.54 1.87
H -2.22 2.06 0.70
O -1.84 -2.58 1.57
H -1.32 -1.75 1.48
H -1.29 -3.16 2.12
O -3.56 -0.06 2.36
H -3.87 -0.57 1.61
H -2.62 -0.28 2.43
O 4.05 0.45 0.10
H 3.19 0.83 -0.14
H 4.39 1.01 0.80
O 2.62 -2.57 0.30
H 1.98 -1.87 0.09
H 3.43 -2.08 0.50
O -1.01 0.70 -2.91
H -1.75 0.66 -2.31
H -0.53 -0.15 -2.77
O 0.11 -1.97 -2.72
H 0.73 -2.19 -3.42
H 0.66 -1.55 -2.03

Löwdin atomic charge list, values in e, 2 entries: atom 1 (Na): 0.7728, atom 2 (N): -0.5019